#P
{
  "formula": "C3H3N2O",
  "method": "the ωB97M-V functional and the def2-TZVPD basis",
  "total_charge": 1,
  "multiplicity": 1,
  "homo_energy_ev": -16.95,
  "smiles": "O=[N+]1C=CC=N1",
  "symbols": ["C", "O", "C", "H", "C", "N", "H", "N", "H"],
  "coordinates": [[0.84, -0.84, 0.31], [2.74, -1.08, -1.20], [0.06, 0.75, -1.08], [-1.01, 0.19, 0.83], [-0.16, 0.02, 0.19], [1.15, 0.40, -1.68], [1.17, -1.60, 0.98], [1.73, -0.54, -0.96], [-0.60, 1.49, -1.51]],
  "nbo_charge": [-0.022, -0.003, 0.264, 0.295, -0.248, -0.274, 0.284, 0.433, 0.270]
}

#Q
{
  "formula": "C3H3N2O",
  "method": "the ωB97M-V functional and the def2-TZVPD basis",
  "total_charge": 1,
  "multiplicity": 1,
  "homo_energy_ev": -15.77,
  "smiles": "O=C1C=NC=[NH+]1",
  "symbols": ["H", "C", "N", "H", "H", "N", "O", "C", "C"],
  "coordinates": [[0.34, -2.11, 0.13], [-1.08, -0.50, 0.01], [-1.13, 0.87, 0.08], [-2.11, -0.90, -0.07], [0.39, 2.28, -0.06], [0.17, -1.04, -0.01], [2.30, 0.05, 0.01], [1.12, 0.00, -0.05], [-0.01, 1.33, -0.03]],
  "nbo_charge": [0.503, 0.471, -0.443, 0.290, 0.239, -0.571, -0.346, 0.611, 0.246]
}

The winner here is #Q, beating the second structure by 0.0835 hartree.

#P
{
  "formula": "C4H12N2O2",
  "method": "the ωB97M-V functional and the def2-TZVPD basis",
  "multiplicity": 1,
  "homo_energy_ev": -8.73,
  "smiles": "C[C@@H](CN)NC=O.O",
  "symbols": ["C", "O", "H", "H", "O", "C", "N", "N", "H", "H", "H", "H", "H", "H", "C", "H", "H", "C", "H", "H"],
  "coordinates": [[0.41, 2.47, 0.33], [-3.25, -1.19, 0.83], [-3.95, -1.40, 0.22], [-0.96, 0.07, 0.83], [-0.76, 2.25, 0.57], [1.12, 0.04, 0.24], [0.47, -1.65, -1.53], [1.37, 1.51, 0.20], [2.28, 1.73, -0.15], [-2.90, -0.38, 0.44], [-0.07, -1.50, 1.19], [1.63, -0.06, -1.83], [1.21, -2.25, -1.86], [-0.11, 0.37, -1.44], [-0.04, -0.41, 1.11], [0.13, -0.15, 2.16], [2.01, -0.43, 0.65], [0.74, -0.27, -1.24], [0.88, 3.47, 0.37], [-0.20, -2.24, -1.08]],
  "nbo_charge": [0.526, -0.930, 0.463, 0.228, -0.625, -0.062, -0.879, -0.619, 0.394, 0.469, 0.220, 0.189, 0.366, 0.194, -0.630, 0.217, 0.199, -0.210, 0.111, 0.377]
}

#Q
{
  "formula": "C4H12N2O2",
  "method": "the ωB97M-V functional and the def2-TZVPD basis",
  "multiplicity": 1,
  "homo_energy_ev": -9.34,
  "smiles": "NC[C@@H](N)CC(O)O",
  "symbols": ["H", "H", "H", "H", "C", "H", "H", "H", "H", "H", "H", "C", "N", "O", "O", "N", "C", "H", "H", "C"],
  "coordinates": [[1.75, 2.04, -0.89], [-1.97, 0.00, 1.49], [2.35, 1.01, 1.17], [-0.45, 1.50, -1.68], [0.05, 0.73, -1.08], [-0.26, 1.97, 1.05], [0.55, -2.97, 0.35], [1.11, -1.42, 0.35], [-0.56, -1.86, -1.47], [-1.99, 0.12, -0.78], [-1.68, -2.14, -0.12], [1.08, 1.48, -0.22], [-1.10, 0.33, 1.09], [0.50, 2.42, 0.62], [1.84, 0.54, 0.50], [0.29, -2.00, 0.50], [-0.77, -1.61, -0.42], [-0.34, -0.14, 1.59], [0.60, 0.08, -1.76], [-1.02, -0.09, -0.31]],
  "nbo_charge": [0.140, 0.370, 0.486, 0.224, -0.457, 0.501, 0.362, 0.383, 0.165, 0.198, 0.182, 0.374, -0.869, -0.749, -0.765, -0.868, -0.225, 0.391, 0.212, -0.054]
}

#R
{
  "formula": "C4H12N2O2",
  "method": "the ωB97M-V functional and the def2-TZVPD basis",
  "multiplicity": 1,
  "homo_energy_ev": -7.05,
  "symbols": ["N", "O", "H", "H", "H", "C", "H", "C", "C", "C", "H", "H", "H", "H", "H", "O", "H", "N", "H", "H"],
  "coordinates": [[0.35, 1.62, -0.08], [2.43, -0.66, 0.32], [1.79, -1.09, -0.26], [-1.86, 0.87, 1.24], [-2.88, 0.16, -0.02], [-2.05, -0.03, 0.67], [0.64, 1.19, -2.67], [-0.18, 0.69, -0.86], [-0.80, -0.42, -0.11], [1.76, -0.19, 1.50], [2.50, 0.37, 2.07], [1.50, -1.04, 2.16], [-1.41, -2.24, -0.48], [-0.36, -0.24, -2.63], [0.05, -0.61, 0.70], [-1.01, -1.53, -0.98], [0.87, 2.34, -0.57], [-0.04, 0.61, -2.20], [-2.33, -0.83, 1.35], [1.04, 1.02, 0.86]],
  "nbo_charge": [-0.776, -0.761, 0.448, 0.242, 0.211, -0.621, 0.401, 0.481, -0.033, -0.467, 0.173, 0.157, 0.484, 0.423, 0.258, -0.741, 0.365, -0.788, 0.208, 0.336]
}

#S
{
  "formula": "C4H12N2O2",
  "method": "the ωB97M-V functional and the def2-TZVPD basis",
  "multiplicity": 1,
  "homo_energy_ev": [-6.56, -6.55],
  "symbols": ["H", "C", "H", "H", "H", "H", "H", "O", "C", "N", "N", "H", "O", "H", "C", "C", "H", "H", "H", "H"],
  "coordinates": [[-2.45, -0.34, -0.80], [1.79, 0.02, 1.34], [0.50, 1.56, -1.22], [-1.76, 1.97, 0.60], [-0.19, -2.32, -1.94], [-3.07, -0.35, 1.44], [0.86, -1.96, 0.05], [-2.30, 1.47, -0.02], [1.03, 0.05, 0.04], [0.86, -1.17, -0.58], [1.33, 1.14, -0.85], [1.64, -0.91, 1.88], [-2.15, -0.50, 1.22], [2.87, 0.14, 1.19], [-1.86, 0.13, -0.01], [0.07, -1.32, -1.65], [1.47, 0.84, 1.98], [0.03, -0.53, -2.37], [-0.58, 0.23, 0.10], [1.92, 1.84, -0.42]],
  "nbo_charge": [0.150, -0.639, 0.372, 0.461, 0.191, 0.468, 0.404, -0.746, 0.133, -0.421, -0.842, 0.216, -0.755, 0.198, 0.176, -0.326, 0.219, 0.194, 0.172, 0.374]
}

The winner here is #Q, beating the second structure by 0.0198 hartree.

#P
{
  "formula": "C4H12N2O2",
  "method": "the ωB97M-V functional and the def2-TZVPD basis",
  "multiplicity": 1,
  "homo_energy_ev": -8.17,
  "smiles": "CN[C@H](N)O.CC=O",
  "symbols": ["H", "H", "C", "H", "H", "N", "H", "H", "H", "H", "H", "H", "O", "H", "C", "C", "C", "O", "N", "H"],
  "coordinates": [[2.76, 2.40, 0.57], [-0.56, 3.18, 0.44], [-0.36, 1.65, -0.65], [2.01, 0.80, 0.78], [-0.54, 1.24, -1.66], [-1.12, 2.84, -0.43], [-0.97, -4.57, 1.12], [-1.71, -4.38, -0.47], [0.07, -4.49, -0.34], [-0.23, -0.10, 0.18], [1.23, 2.24, 1.48], [-1.67, -2.18, 0.77], [0.14, -1.94, -0.06], [1.55, 1.78, -1.37], [-0.78, -2.63, 0.28], [1.80, 1.86, 0.63], [-0.84, -4.11, 0.13], [-0.68, 0.74, 0.36], [1.04, 2.16, -0.57], [-1.14, 3.51, -1.19]],
  "nbo_charge": [0.198, 0.359, 0.376, 0.170, 0.140, -0.842, 0.240, 0.240, 0.234, 0.494, 0.193, 0.119, -0.551, 0.350, 0.462, -0.418, -0.724, -0.739, -0.676, 0.373]
}

#Q
{
  "formula": "C4H12N2O2",
  "method": "the ωB97M-V functional and the def2-TZVPD basis",
  "multiplicity": 1,
  "homo_energy_ev": -7.33,
  "symbols": ["H", "C", "H", "H", "C", "H", "H", "N", "C", "N", "H", "H", "C", "O", "H", "O", "H", "H", "H", "H"],
  "coordinates": [[1.88, -1.88, -0.43], [1.01, 0.01, -0.17], [1.30, 1.56, 1.37], [3.01, -0.88, 0.51], [1.24, 1.42, 0.23], [0.10, -2.15, -0.34], [-2.56, 0.19, 1.04], [-1.91, -0.13, -0.95], [-0.09, -0.59, 0.77], [-2.63, 0.59, 0.03], [2.16, 1.86, -0.13], [2.70, -0.61, -1.27], [2.19, -0.90, -0.37], [-0.65, -0.08, 1.70], [0.48, 2.05, -0.04], [-0.37, -1.86, 0.44], [-3.72, 0.79, -0.13], [-2.50, -0.97, -1.10], [0.44, 0.11, -1.06], [-2.09, 1.44, -0.09]],
  "nbo_charge": [0.190, -0.379, 0.215, 0.208, -0.593, 0.482, 0.394, -0.870, 0.860, -0.549, 0.210, 0.217, -0.583, -0.655, 0.203, -0.686, 0.354, 0.290, 0.266, 0.425]
}

#R
{
  "formula": "C4H12N2O2",
  "method": "the ωB97M-V functional and the def2-TZVPD basis",
  "multiplicity": 1,
  "homo_energy_ev": -8.58,
  "smiles": "C=C(O)NC.NCO",
  "symbols": ["H", "O", "H", "H", "H", "N", "C", "H", "N", "C", "C", "H", "C", "H", "H", "O", "H", "H", "H", "H"],
  "coordinates": [[-0.79, -0.07, 1.96], [-0.36, -2.05, 0.96], [0.32, 0.42, -2.11], [-2.59, 0.34, -1.94], [2.13, -0.14, -0.27], [-0.61, 0.59, -2.49], [0.30, -0.92, 0.51], [0.17, -2.82, 0.73], [-0.08, 0.21, 1.29], [1.49, -1.00, -0.12], [0.91, 1.09, 1.89], [1.55, 1.50, 1.10], [-1.60, 0.40, -1.48], [1.79, -1.91, -0.61], [-0.75, -0.05, -3.27], [-1.60, 1.40, -0.55], [1.54, 0.58, 2.62], [0.39, 1.92, 2.36], [-0.95, 1.09, 0.24], [-1.25, -0.58, -0.83]],
  "nbo_charge": [0.404, -0.696, 0.352, 0.166, 0.215, -0.852, 0.477, 0.493, -0.661, -0.607, -0.400, 0.208, 0.125, 0.209, 0.353, -0.766, 0.193, 0.216, 0.481, 0.092]
}

The winner here is #P, beating the second structure by 0.0271 hartree.

#P
{
  "formula": "C4H12N2O2",
  "method": "the ωB97M-V functional and the def2-TZVPD basis",
  "multiplicity": 1,
  "homo_energy_ev": -8.12,
  "symbols": ["H", "N", "H", "H", "H", "H", "O", "H", "C", "H", "C", "H", "C", "O", "H", "H", "N", "H", "C", "H"],
  "coordinates": [[-1.92, -0.57, -1.55], [-1.10, -0.15, 0.31], [1.06, 0.85, -2.48], [-0.60, 1.44, -2.16], [-1.03, 0.17, 2.79], [-0.22, 0.00, -3.07], [0.59, -1.39, 1.39], [0.87, 0.73, -0.80], [-1.02, -0.66, -0.96], [0.50, 0.81, 2.98], [1.28, 0.68, 0.44], [-1.61, 0.73, 0.33], [0.19, -0.03, 1.16], [-0.46, -1.89, -1.08], [2.23, 0.15, 0.50], [0.26, -1.97, -0.42], [-0.26, 0.66, 2.33], [1.36, 1.72, 0.73], [0.05, 0.57, -2.19], [-0.17, -1.86, 1.76]],
  "nbo_charge": [0.189, -0.684, 0.224, 0.192, 0.364, 0.211, -0.748, 0.290, 0.405, 0.377, -0.734, 0.392, 0.527, -0.706, 0.230, 0.500, -0.849, 0.226, -0.884, 0.477]
}

#Q
{
  "formula": "C4H12N2O2",
  "method": "the ωB97M-V functional and the def2-TZVPD basis",
  "multiplicity": 1,
  "homo_energy_ev": -9.41,
  "smiles": "C[C@H](N)N=O.CCO",
  "symbols": ["H", "H", "H", "H", "C", "H", "H", "C", "H", "C", "O", "H", "H", "H", "O", "C", "N", "N", "H", "H"],
  "coordinates": [[-2.64, -1.05, -0.13], [3.39, -0.31, 1.10], [-3.52, 1.17, -0.06], [-2.46, 1.30, 1.36], [-1.85, -0.21, -0.03], [-1.94, 1.93, -0.20], [0.95, -0.63, 1.47], [-2.48, 1.13, 0.29], [-0.87, -0.02, -1.73], [2.67, 0.34, 0.61], [-1.74, -0.57, -1.39], [3.05, 0.61, -0.38], [0.63, -2.12, -0.37], [1.84, -1.41, -1.20], [0.35, 0.60, -1.35], [1.33, -0.40, 0.47], [0.39, 0.61, -0.08], [1.50, -1.62, -0.27], [-1.14, -0.62, 0.69], [2.54, 1.25, 1.20]],
  "nbo_charge": [0.256, 0.234, 0.217, 0.214, -0.117, 0.218, 0.196, -0.641, 0.452, -0.612, -0.711, 0.214, 0.373, 0.369, -0.389, 0.015, 0.136, -0.828, 0.184, 0.223]
}

The winner here is #P, beating the second structure by 0.0600 hartree.